w.
DFT (the ωB97M-V functional and the def2-TZVPD basis) results for an isolated molecule of C10H10ClNO3.

LUMO (alpha / beta) ... -0.6932 / -2.0066 eV
E_HOMO (alpha / beta) ... -9.14 / -7.45 eV

Each line ends with the Löwdin charge.
CARTESIAN COORDINATES (ANGSTROEM)
C1 -0.3124 -0.1068 -3.4972  -0.049
C2 -0.4118 -0.2981 -2.1010  0.006
C3 -0.5348 -1.1621 -4.2777  -0.132
C4 0.1532 -1.1251 0.4763  -0.467
C5 1.0126 1.7163 1.9440  -0.107
C6 1.9714 0.6337 1.9555  -0.100
C7 1.3579 1.0679 0.6769  -0.288
C8 0.2339 0.7062 -1.3005  -0.480
C9 -1.0460 -1.3936 1.1886  -0.586
C10 -2.2406 -0.5088 1.4580  -0.084
N1 0.3431 0.3041 0.0180  0.045
O1 -0.8068 -2.1042 -4.9060  0.200
O2 0.9826 -1.9387 0.0721  0.102
O3 0.6546 1.7948 -1.6693  0.052
Cl1 -1.0893 -2.9255 1.8922  0.802
H1 0.1774 0.9381 -3.6230  0.167
H2 -0.7945 -1.0665 -1.5435  0.077
H3 0.0003 1.5773 2.0930  0.068
H4 1.2240 2.8340 2.0724  0.139
H5 3.0277 0.9771 2.0425  0.130
H6 1.7129 -0.2835 2.4354  0.097
H7 2.1459 1.2472 -0.1317  0.182
H8 -2.7663 -0.1013 0.5964  0.090
H9 -1.9800 0.2752 2.1605  0.077
H10 -3.0148 -1.0577 1.9679  0.060

x.
DFT (the ωB97M-V functional and the def2-TZVPD basis) results for an isolated molecule of C10H10ClNO3.

LUMO ... 0.0738 eV
SMILES ... C[C@]1(Cl)C(=O)N(C2CC2)[C@@]12C=CC(=O)O2
E_HOMO ... -9.74 eV

Each line ends with the Löwdin charge.
CARTESIAN COORDINATES (ANGSTROEM)
C1 -2.0498 1.7127 -1.6764  -0.035
C2 -1.2865 1.5218 -0.3649  -0.632
Cl1 -1.8396 2.5099 1.0231  0.702
C3 0.2467 1.5217 -0.4137  -0.519
O1 1.0277 2.3951 -0.3789  0.133
N1 0.3172 0.1982 -0.3198  0.083
C4 1.3651 -0.6980 -0.1455  -0.256
C5 2.7325 -0.1029 -0.3671  -0.032
C6 2.2400 -0.4515 1.0392  -0.057
C7 -1.1151 -0.0049 -0.0334  -0.359
C8 -1.4037 -0.6028 1.3569  0.012
C9 -2.3600 -1.4821 1.1761  0.058
C10 -2.6218 -1.7127 -0.3721  -0.424
O2 -3.3545 -2.4861 -0.9279  0.139
O3 -1.7741 -0.8579 -0.9173  0.090
H1 -2.3334 2.8138 -1.8293  0.113
H2 -2.9083 0.9978 -1.7214  0.102
H3 -1.2471 1.4914 -2.3843  0.095
H4 1.0873 -1.7175 -0.2992  0.151
H5 2.6739 0.8859 -0.8701  0.123
H6 3.3744 -0.7825 -0.7004  0.051
H7 2.6185 -1.2906 1.5119  0.077
H8 1.9569 0.4187 1.6815  0.129
H9 -1.2803 -0.1517 2.3307  0.119
H10 -2.5221 -2.2644 1.9762  0.138

Which of them is the most stable? Correct choice: x.

w.
DFT (the ωB97M-V functional and the def2-TZVPD basis) results for a structure of composition C3H6N2O.

LUMO (alpha / beta) ... 0.5336 / -0.1342 eV
E_HOMO (alpha / beta) ... -5.64 / -10.35 eV
<S²> ... 2.008
2S+1 ... 3

Each line ends with the Löwdin charge.
CARTESIAN COORDINATES (ANGSTROEM)
C1 -2.6238 -0.3196 -0.1346  -0.109
C2 0.9760 1.0171 0.4593  -0.113
C3 1.5725 -0.3446 0.2011  -0.272
N1 0.3946 0.8874 -0.7432  -0.098
N2 0.9888 -0.3331 -1.1044  0.060
O1 -2.3705 0.8814 -0.0905  -0.063
H1 -2.0601 -0.9258 -0.9210  0.096
H2 -3.5341 -0.6574 0.4034  0.082
H3 0.9874 1.7969 1.1778  0.074
H4 2.7092 -0.6655 0.1138  0.123
H5 1.0687 -1.0698 0.9089  0.096
H6 -0.3025 1.3982 -1.2817  0.125

x.
DFT (the ωB97M-V functional and the def2-TZVPD basis) results for an isolated molecule of C3H6N2O.

LUMO (alpha / beta) ... 0.9891 / 0.1302 eV
E_HOMO (alpha / beta) ... -6.78 / -10.19 eV
<S²> ... 2.007
2S+1 ... 3

Each line ends with the Löwdin charge.
CARTESIAN COORDINATES (ANGSTROEM)
C1 0.5970 1.8266 -0.0323  -0.236
C2 -0.2928 1.0636 -0.8734  -0.178
C3 -0.3634 -0.3928 -0.3718  -0.251
N1 1.0196 -0.5989 0.0367  -0.104
N2 1.1531 -1.0975 1.2634  0.034
O1 0.6640 2.9694 0.2208  0.096
H1 -1.2312 1.5558 -1.2501  0.140
H2 0.5579 0.8140 -1.6002  0.145
H3 -1.1085 -0.3314 0.3271  0.072
H4 -0.5655 -1.0565 -1.2595  0.131
H5 0.4618 -0.8181 1.8562  0.045
H6 2.0626 -1.2166 1.6998  0.106

Which of them is the most stable? Correct choice: x.

w.
DFT (the ωB97M-V functional and the def2-TZVPD basis) results for an isolated molecule of H4N2.

LUMO ... 1.0632 eV
SMILES ... NN
E_HOMO ... -8.51 eV

Each line ends with the Löwdin charge.
CARTESIAN COORDINATES (ANGSTROEM)
N1 0.6694 -0.1256 -0.2541  -0.200
N2 -0.6725 -0.1406 0.0949  -0.207
H1 0.8633 0.8477 0.1552  0.064
H2 1.0932 -0.8386 0.6716  0.149
H3 -1.1902 -0.7244 -0.6107  0.070
H4 -0.7631 0.9815 -0.0570  0.124

x.
DFT (the ωB97M-V functional and the def2-TZVPD basis) results for an isolated molecule of H4N2.

LUMO ... 1.2911 eV
SMILES ... NN
E_HOMO ... -9.53 eV

Each line ends with the Löwdin charge.
CARTESIAN COORDINATES (ANGSTROEM)
N1 -0.6931 0.0232 -0.2600  -0.160
N2 0.6751 0.1847 -0.1645  -0.144
H1 -1.2428 -0.7098 0.3151  0.087
H2 -1.0816 1.0011 0.1717  0.119
H3 1.0538 -0.3239 -0.8026  -0.045
H4 1.2886 -0.1753 0.7404  0.142

Which of them is the most stable? Correct choice: x.